The following is a quantum chemistry calculation of 2 unconnected molecules or ions with the total composition C4H8Cl2Si, from the Open Molecules 2025 dataset.

```
15
Properties=species:S:1:pos:R:3:lowdin_charge:R:1
C 1.55 0.16 0.82 -0.23
C 1.31 -0.07 -0.44 -0.03
C 0.66 -0.02 2.06 -0.11
C 1.12 -0.07 -1.93 -0.11
Si -2.43 0.15 -0.27 -0.19
Cl -2.78 -1.69 -1.16 0.15
Cl -3.45 0.47 1.44 0.21
H 2.62 0.40 1.04 0.10
H 0.14 0.93 2.40 0.09
H -0.26 -0.53 1.66 0.04
H 1.20 -0.55 2.75 0.03
H 1.46 0.88 -2.38 0.08
H 1.36 -1.02 -2.34 0.05
H 0.04 -0.11 -2.25 0.05
H -2.53 1.07 -1.38 -0.12
```

**E_HOMO (spin up / spin down)**: -7.18 / -7.81 eV
**Energy relative to the best compared isomer or geometry (same formula, charge and spin)**: 122.8 kcal/mol
**LUMO level (spin up / spin down)**: -0.859 / 0.593 eV
**Electronic energy**: -37197.5982 eV



The following is a quantum chemistry calculation of C7H11FO in the gas phase, from the Open Molecules 2025 dataset.

```
20
Properties=species:S:1:pos:R:3:lowdin_charge:R:1
C -0.11 -0.81 -0.98 -0.17
C 1.09 -0.75 0.11 -0.09
C -1.42 -0.89 -0.28 -0.18
C 2.04 0.44 -0.24 -0.29
C 1.57 1.48 -1.17 -0.02
C -2.05 0.42 0.07 -0.27
C -1.73 1.45 1.10 -0.02
O 1.52 1.65 0.16 0.00
F -3.02 0.80 -0.79 0.03
H 0.12 0.11 -1.72 0.14
H -0.02 -1.57 -1.72 0.09
H 0.67 -0.71 1.05 0.08
H 1.72 -1.58 0.12 0.08
H -2.01 -1.20 -1.11 0.10
H -1.50 -1.62 0.56 0.13
H 3.01 0.14 0.11 0.13
H 2.14 2.18 -1.69 0.08
H -2.43 2.24 0.91 0.07
H -0.78 1.89 1.00 0.04
H -1.81 1.24 2.15 0.07
```

**E_HOMO (spin up / spin down)**: -8.44 / -6.93 eV
**Energy relative to the best compared isomer or geometry (same formula, charge and spin)**: 109.5 kcal/mol
**LUMO level (spin up / spin down)**: 1.040 / 0.012 eV
**Electronic energy**: -12195.8876 eV



The following is a quantum chemistry calculation of a molecular structure, C37H83N6O5, from the Open Molecules 2025 dataset.

```
131
Properties=species:S:1:pos:R:3:lowdin_charge:R:1
C 1.93 -2.31 3.40 -0.08
C 1.32 -2.42 1.99 -0.23
C -0.12 -1.81 1.90 -0.16
C -0.15 -0.51 1.08 -0.26
C 0.99 0.39 1.65 -0.04
C -1.58 0.18 1.06 -0.26
C -1.65 0.90 2.41 -0.09
C -3.02 1.35 2.98 -0.15
C -3.72 0.41 3.98 -0.37
C -3.54 -1.11 3.76 -0.06
C -3.19 0.70 5.42 -0.06
C -2.62 -0.86 0.63 -0.18
C -4.15 -0.61 0.61 -0.11
C -4.85 -0.30 -0.74 -0.17
C -4.83 1.16 -1.23 -0.20
C -4.95 2.23 -0.14 -0.22
C -5.34 3.60 -0.72 -0.18
C -5.57 4.56 0.48 -0.17
C -4.40 5.53 0.71 -0.16
C -3.88 5.48 2.15 -0.24
O -3.31 6.69 2.56 -0.16
C -1.95 6.62 2.92 -0.10
N -2.09 -1.05 -0.73 0.15
C -1.76 0.15 -1.22 -0.37
N -1.55 0.45 -2.50 0.21
N -1.72 0.99 -0.18 0.09
C -0.97 2.22 -0.39 -0.13
C -1.50 3.50 0.28 -0.16
C -0.32 4.42 0.57 -0.25
N 0.50 4.35 -0.65 0.01
H 2.54 -3.20 3.58 0.06
H 1.18 -2.14 4.16 0.07
H 2.62 -1.46 3.42 0.07
H 1.98 -2.05 1.22 0.09
H 1.23 -3.49 1.81 0.09
H -0.70 -2.59 1.42 0.11
H -0.44 -1.66 2.93 0.09
H 0.18 -0.82 0.09 0.13
H 1.08 0.18 2.71 0.08
H 1.94 0.12 1.22 0.08
H 0.83 1.46 1.58 0.06
H -1.06 1.80 2.37 0.10
H -1.19 0.30 3.18 0.12
H -2.82 2.25 3.55 0.10
H -3.67 1.71 2.19 0.07
H -4.78 0.62 4.02 0.13
H -3.65 -1.60 4.72 0.08
H -2.58 -1.40 3.35 0.06
H -4.35 -1.51 3.16 0.07
H -2.39 0.00 5.62 0.07
H -2.76 1.70 5.51 0.07
H -3.98 0.63 6.16 0.08
H -2.53 -1.86 1.04 0.13
H -4.62 -1.53 0.93 0.11
H -4.52 0.12 1.33 0.09
H -5.89 -0.57 -0.60 0.12
H -4.51 -0.93 -1.56 0.10
H -5.70 1.28 -1.88 0.11
H -3.98 1.42 -1.86 0.09
H -3.95 2.38 0.28 0.07
H -5.67 1.91 0.60 0.12
H -6.20 3.52 -1.37 0.11
H -4.47 3.97 -1.24 0.10
H -6.52 5.09 0.40 0.11
H -5.64 3.95 1.38 0.09
H -3.59 5.39 0.00 0.09
H -4.77 6.55 0.59 0.12
H -4.76 5.30 2.77 0.12
H -3.23 4.61 2.31 0.09
H -1.31 6.95 2.09 0.08
H -1.79 7.32 3.73 0.09
H -1.65 5.64 3.29 0.08
H -2.54 -1.72 -1.34 0.16
H -0.65 0.87 -2.77 -0.15
H -2.23 0.28 -3.22 0.14
H 0.10 2.12 -0.27 0.10
H -1.09 2.45 -1.45 0.09
H -2.11 4.04 -0.45 0.10
H -2.15 3.33 1.14 0.08
H -0.73 5.43 0.64 0.10
H 0.21 4.22 1.50 0.12
H 1.00 5.22 -0.76 0.09
H 1.21 3.63 -0.48 0.06
C 4.04 -0.48 -6.31 -0.11
O 4.33 -0.07 -4.98 -0.20
C 4.80 1.27 -4.88 -0.21
C 3.78 2.13 -4.16 -0.21
N 2.59 2.34 -4.97 -0.04
C 1.48 2.96 -4.25 -0.17
C 0.85 2.17 -3.11 -0.17
O 0.16 0.98 -3.52 -0.16
C 0.98 -0.18 -3.63 -0.01
H 3.81 -1.55 -6.28 0.09
H 3.18 0.05 -6.72 0.08
H 4.91 -0.34 -6.96 0.09
H 5.04 1.69 -5.87 0.13
H 5.72 1.25 -4.30 0.13
H 4.23 3.10 -3.93 0.13
H 3.55 1.63 -3.21 0.10
H 2.28 1.44 -5.33 0.07
H 0.70 3.15 -4.99 0.13
H 1.80 3.93 -3.87 0.13
H 0.08 2.80 -2.66 0.10
H 1.56 1.94 -2.31 0.12
H 1.81 -0.17 -2.93 0.11
H 1.36 -0.30 -4.65 0.09
H 0.36 -1.05 -3.42 0.10
C 6.12 -8.91 0.78 -0.11
O 6.70 -7.63 0.55 -0.20
C 6.75 -7.28 -0.83 -0.22
C 5.84 -6.10 -1.11 -0.21
N 4.44 -6.50 -1.00 -0.05
C 3.50 -5.38 -1.03 -0.20
C 3.54 -4.39 0.13 -0.23
O 3.14 -4.94 1.38 -0.20
C 4.18 -5.56 2.11 -0.08
H 6.24 -9.13 1.84 0.09
H 5.06 -8.92 0.54 0.08
H 6.64 -9.68 0.21 0.09
H 6.52 -8.12 -1.48 0.12
H 7.78 -6.97 -1.04 0.12
H 6.03 -5.73 -2.12 0.12
H 6.09 -5.31 -0.39 0.11
H 4.30 -7.01 -0.14 0.07
H 2.49 -5.81 -1.06 0.12
H 3.63 -4.83 -1.97 0.12
H 2.81 -3.60 -0.09 0.10
H 4.51 -3.89 0.22 0.12
H 5.15 -5.10 1.93 0.09
H 4.24 -6.63 1.88 0.07
H 3.95 -5.47 3.17 0.09
```

**Charge**: +1
**E_HOMO**: -10.33 eV
**LUMO level**: -1.967 eV
**Electronic energy**: -58881.9667 eV



- Which value of electronic energy does entry 3 give?
  -58881.9667 eV